Molecular formula: C16H43ClO6Si2Tl
Method: DFT, ωB97M-V/def2-TZVPD

Its orbital gap is 4.10 eV. Its HOMO energy is -12.00 eV. Its multiplicity is 1. The total charge is +1.

Last column: natural (NBO) charge in e.
Atoms and positions in Å:
Tl -1.686 0.251 1.358  1.1794
Cl -1.437 -0.632 4.580  2.4903
Si -2.461 3.751 2.129  1.4968
Si -1.641 -0.913 -3.286  1.6389
O -0.728 -1.347 5.603  -0.7533
O -2.615 0.044 5.083  -0.8019
O 1.498 -2.744 -1.748  -0.5717
O -1.825 -1.567 3.499  -0.8727
O 1.692 0.469 1.264  -0.5762
O -0.533 0.387 3.978  -0.9182
C -1.121 -1.153 -1.474  -1.1247
C -2.060 5.579 2.316  -1.0409
C 1.588 -4.825 -0.432  -0.6346
C 3.053 2.585 1.416  -0.6573
C 3.519 -0.971 2.032  -0.6442
C -2.970 3.005 3.782  -1.1122
C 2.605 -2.550 -2.639  -0.0581
C -3.341 -0.109 -3.329  -1.1125
C 3.814 -3.434 -2.363  -0.6482
C -3.781 3.598 0.799  -1.1031
C 1.032 -4.105 -1.650  -0.0668
C -1.758 -2.476 -4.302  -1.1137
C 2.284 1.575 0.578  -0.0555
C 2.411 -0.002 2.402  -0.0736
C -0.952 2.862 1.528  -0.4648
C -0.432 0.277 -4.071  -1.1146
H 1.326 -4.658 -2.561  0.1742
H -2.047 -2.215 -5.332  0.2527
H -0.051 -1.003 -1.202  0.2832
H 4.288 -0.501 1.408  0.2034
H 1.146 -5.827 -0.378  0.2200
H 2.679 -4.927 -0.511  0.2146
H -2.203 3.220 4.546  0.2651
H 3.346 3.411 0.765  0.2332
H 4.639 -3.116 -3.008  0.2261
H -3.342 3.796 -0.192  0.2447
H -4.143 -0.834 -3.141  0.2445
H 3.606 -4.488 -2.596  0.2107
H -0.612 0.367 -5.150  0.2517
H 4.153 -3.351 -1.323  0.2132
H -1.321 5.862 1.560  0.2482
H 2.252 -2.746 -3.667  0.1637
H -1.435 -2.131 -1.089  0.2517
H 0.600 -0.062 -3.923  0.2426
H -4.258 2.606 0.756  0.2436
H 2.968 1.162 -0.168  0.1859
H 1.668 -0.463 3.060  0.2089
H 3.983 2.185 1.829  0.2301
H -1.631 5.802 3.302  0.2675
H -4.576 4.346 0.966  0.2722
H -3.101 1.910 3.795  0.2657
H -1.756 -0.364 -1.070  0.1645
H -0.803 -3.009 -4.345  0.2457
H -0.061 -4.038 -1.595  0.1746
H -0.574 3.077 0.525  0.2114
H -0.125 2.655 2.224  0.2372
H -3.913 3.450 4.138  0.2682
H 1.337 -4.288 0.493  0.2105
H -2.959 6.196 2.180  0.2802
H 2.876 -1.487 -2.546  0.1841
H 2.843 0.860 2.937  0.1753
H 4.010 -1.342 2.933  0.2295
H -3.454 0.699 -2.594  0.2169
H -0.522 1.281 -3.634  0.2292
H -3.518 0.326 -4.318  0.2541
H 2.465 3.014 2.237  0.2005
H 1.448 2.073 0.075  0.1503
H 3.134 -1.838 1.476  0.2185
H -2.516 -3.166 -3.917  0.2451

Molecular formula: H18O9
Method: DFT, ωB97M-V/def2-TZVPD

Its orbital gap is 10.78 eV. Its HOMO energy is -10.99 eV. Its multiplicity is 1. The calculation puts the energy relative to the best compared isomer or geometry (same formula, charge and spin) at 459.8 kJ/mol. The total charge is 0. Its SMILES is O.O.O.O.O.O.O.O.O.

Last column: natural (NBO) charge in e.
Atoms and positions in Å:
O -2.935 -3.348 0.137  -0.9095
O 0.694 0.682 0.923  -0.9546
O 2.817 2.214 1.247  -0.9457
O -1.913 0.887 0.247  -1.0097
O -0.757 3.062 -0.137  -0.9108
O 4.033 -0.679 -0.577  -0.9857
O 0.005 -2.385 -3.367  -0.9495
O -2.816 -0.090 3.209  -0.9308
O 1.126 -0.451 -1.809  -0.9648
H -0.160 0.888 0.845  0.4659
H -1.718 0.452 1.167  0.5115
H -2.449 0.598 3.802  0.4692
H 1.195 1.221 0.342  0.4778
H -2.127 -3.776 -0.155  0.4602
H 2.854 1.515 0.635  0.4633
H -2.482 -2.761 0.623  0.4495
H -0.778 -2.000 -3.035  0.4646
H -3.663 0.306 3.163  0.4667
H 3.125 -0.430 -0.588  0.4895
H 0.712 -1.772 -3.262  0.4792
H -1.350 3.240 0.547  0.4551
H 0.400 -0.272 -1.155  0.4968
H 4.615 -0.608 -1.329  0.4938
H 1.408 -1.323 -1.598  0.4710
H 2.472 1.992 2.123  0.4891
H -1.487 3.064 -0.782  0.4575
H -2.605 0.531 -0.320  0.5003

Molecular formula: C16H24N4O14P
Method: DFT, ωB97M-V/def2-TZVPD

Its orbital gap is 7.04 eV. Its HOMO energy is -5.09 eV. Its multiplicity is 1. The total charge is -1.

Last column: natural (NBO) charge in e.
Atoms and positions in Å:
P 6.709 -0.875 3.613  2.5173
O -4.336 -2.337 -1.571  -0.6145
O -2.560 0.466 -1.744  -0.7551
O -7.551 0.677 1.832  -0.6592
O 1.519 -1.781 1.851  -0.7051
O 7.621 -0.510 2.381  -0.9626
O 4.066 3.749 -4.164  -0.5946
O 7.139 -2.195 4.092  -1.1412
O -1.045 -0.492 -0.426  -0.8282
O 0.782 2.558 -1.335  -0.5208
O 1.401 -1.574 -0.909  -0.7409
O 4.943 0.836 -1.069  -0.6326
O 6.971 0.132 4.792  -0.9744
O 5.125 -0.842 3.272  -0.7893
O 2.937 1.028 1.093  -0.5182
N -6.476 -1.804 -1.233  -0.6192
N 4.447 2.206 -2.654  -0.6265
N 2.719 1.403 -1.211  -0.4798
N -5.721 -0.121 0.875  -0.6023
C 2.250 0.593 -0.085  0.2125
C 2.491 -0.913 -0.238  0.0605
C 1.820 2.216 -1.868  0.6824
C -4.762 -0.345 -0.228  -0.1463
C -7.048 1.603 -0.289  -0.7184
C 3.583 2.987 -3.347  0.6747
C -2.225 -0.149 -0.705  0.7954
C -5.163 -1.563 -1.098  0.6600
C 3.289 -0.108 1.892  0.0585
C 2.731 -1.365 1.203  0.0550
C 4.814 -0.153 2.052  -0.1001
C 4.034 1.438 -1.616  0.8054
C 2.101 2.840 -3.207  -0.5829
C -7.034 -2.933 -1.972  -0.4078
C -3.325 -0.436 0.336  -0.5123
C -6.779 0.686 0.886  0.6621
H 5.268 -0.645 1.184  0.2044
H 3.404 -1.102 -0.807  0.1954
H 6.466 -0.300 5.491  0.5084
H -3.219 0.305 1.131  0.2162
H 1.681 -2.066 2.764  0.4682
H -6.556 -3.857 -1.639  0.2111
H -7.986 2.128 -0.120  0.2349
H 1.709 2.195 -3.993  0.2798
H 5.195 0.875 2.089  0.1944
H 1.169 0.729 0.072  0.2709
H 3.449 -2.191 1.222  0.1736
H -8.109 -3.000 -1.803  0.1955
H 5.438 2.356 -2.764  0.4413
H -7.111 1.027 -1.209  0.2205
H -5.577 -0.660 1.712  0.4039
H -6.235 2.323 -0.363  0.2385
H 8.481 -0.758 2.737  0.5159
H -6.834 -2.804 -3.037  0.2001
H -3.170 -1.421 0.780  0.2184
H 1.620 3.816 -3.271  0.2794
H 0.508 -1.227 -0.610  0.5399
H -7.105 -1.177 -0.759  0.3911
H -4.787 0.521 -0.887  0.2577
H 2.835 0.009 2.881  0.1886

Molecular formula: C12H32CrN4O11S3
Method: DFT, ωB97M-V/def2-TZVPD

Its orbital gap (alpha / beta) is 4.87 / 5.44 eV. Its HOMO energy (alpha / beta) is -4.77 / -8.17 eV. Its multiplicity is 9. The expectation value of S² is 20.018. The total charge is 0.

Last column: natural (NBO) charge in e.
Atoms and positions in Å:
Cr -0.021 -0.713 -0.089  1.2608
S 0.030 -3.753 -1.986  1.2585
S -0.846 0.232 -3.574  0.9287
S 3.302 0.649 -0.469  1.2910
O 3.005 -3.078 1.277  -0.5359
O -3.788 0.237 0.752  -0.5051
O 1.972 -0.046 -0.407  -0.9795
O -0.321 -2.442 -1.351  -0.9880
O -0.603 1.517 -0.323  -0.2049
O 0.130 0.043 1.929  -0.6755
O -4.126 -1.862 0.334  -0.4740
O 0.971 -2.352 1.055  -0.5964
O -0.155 -0.181 -2.222  -0.6564
O 1.537 -3.432 2.848  -0.4939
O -2.124 -1.065 0.271  -0.5883
N 1.851 -2.959 1.741  0.7268
N -0.054 1.279 3.785  -0.5910
N -0.321 3.806 -0.730  -0.6323
N -3.363 -0.893 0.452  0.7338
C -1.549 -4.644 -1.913  -0.8076
C -0.970 2.756 -0.090  0.2841
C -0.450 5.192 -0.384  -0.4025
C -0.321 0.192 3.067  0.7272
C 3.085 2.459 -0.466  -0.8064
C -2.219 -0.986 -3.623  -0.8230
C 3.979 0.465 1.189  -0.8421
C 0.832 -4.826 -0.724  -0.8180
C 0.789 2.382 3.375  -0.4182
C -1.126 -0.909 3.703  -0.7098
C -1.989 2.947 1.034  -0.6455
C 0.117 -0.251 -5.054  -0.7716
H 1.067 0.265 -4.938  0.2356
H -1.933 -2.049 -3.644  0.2144
H -1.487 5.530 -0.502  0.1868
H 1.579 2.544 4.109  0.2023
H 1.233 2.209 2.400  0.2225
H -1.512 -5.409 -2.694  0.2255
H -1.743 2.332 1.904  0.2114
H 0.147 -4.875 0.120  0.2442
H -0.335 0.143 -5.969  0.2311
H 0.195 3.294 3.290  0.2025
H -2.869 -0.940 -2.748  0.2657
H -1.766 -5.010 -0.916  0.2463
H -0.446 -1.480 4.336  0.2565
H -1.474 -1.563 2.907  0.2653
H -0.120 5.429 0.633  0.1787
H -3.003 2.651 0.754  0.2475
H 0.283 3.584 -1.497  0.3893
H -2.355 -3.992 -2.252  0.2496
H 0.250 -1.328 -5.092  0.2383
H 5.062 0.575 1.234  0.2394
H 2.366 2.700 0.318  0.2354
H 4.079 2.793 -0.170  0.2349
H 1.832 -4.522 -0.412  0.2736
H 2.721 2.807 -1.426  0.2349
H -0.619 1.423 4.606  0.4000
H 0.117 5.821 -1.069  0.2112
H 0.984 -5.852 -1.075  0.2309
H -1.994 4.002 1.309  0.2156
H 3.498 1.103 1.929  0.2272
H 3.764 -0.578 1.440  0.2922
H -1.999 -0.549 4.248  0.2207
H -2.770 -0.818 -4.545  0.2256

Number 1: total energy -2297.905816 hartree. Number 2: total energy -687.850659 hartree. Number 3: total energy -2238.112921 hartree. Number 4: total energy -3761.519894 hartree.